The following is a DFT calculation (ωB97M-V/def2-TZVPD) of a structure of composition C50H28Cl4FN4W.

The calculation puts the total energy at -4148.75146 a.u. The calculation puts the molar mass at 1029.452 g mol⁻¹. The calculation puts the frontier orbital gap (spin up / spin down) at 5.081 / 5.078 eV. For the HOMO energy (spin up / spin down), the calculation gives -9.786 / -9.891 eV. Its total charge is +1. As for the multiplicity: 3.

Cartesian coordinates (Å):
W1 -0.01971 -0.02502 -0.10751
Cl1 6.29521 -6.98050 -1.35873
C1 5.13648 -5.72909 -1.06378
C2 5.03007 -4.67520 -1.95653
C3 4.09772 -3.67735 -1.71742
C4 3.26461 -3.72949 -0.60170
C5 3.39938 -4.79397 0.28726
C6 4.33314 -5.79374 0.06334
C7 2.25856 -2.65440 -0.37251
C8 2.75980 -1.34065 -0.24696
C9 4.08138 -0.94947 0.06956
C10 4.07626 0.39954 0.33240
C11 2.76817 0.89360 0.10942
C12 2.36270 2.24825 -0.01982
C13 3.31171 3.33207 0.35555
C14 4.59489 3.43074 -0.17865
C15 5.44474 4.45543 0.20641
C16 5.00695 5.38843 1.13297
Cl2 6.07003 6.66436 1.62428
C17 3.73052 5.32090 1.66489
C18 2.88796 4.29374 1.27027
C19 1.16614 2.66450 -0.59917
N1 0.06966 1.85815 -0.81903
C20 -0.78831 2.50692 -1.68045
C21 -2.01849 1.99273 -2.06597
C22 -2.83219 2.77261 -3.04191
C23 -3.21792 2.20384 -4.25164
C24 -3.96393 2.92842 -5.16879
C25 -4.33460 4.22860 -4.86601
Cl3 -5.26330 5.14183 -6.00527
C26 -3.97712 4.80986 -3.66112
C27 -3.22637 4.07710 -2.75519
C28 -2.57210 0.78816 -1.57425
C29 -3.90525 0.35763 -1.72337
C30 -4.09232 -0.74281 -0.92311
C31 -2.86309 -1.04864 -0.28432
N2 -1.93945 -0.09927 -0.70516
C32 -2.52498 -2.21270 0.46844
C33 -1.23792 -2.78854 0.31859
C34 -0.94796 -4.19374 0.16615
C35 0.34473 -4.30450 -0.22367
C36 0.91091 -2.98749 -0.24601
N3 -0.10171 -2.08127 0.05545
C37 -3.50638 -2.86797 1.37960
C38 -4.75813 -2.30546 1.66633
C39 -5.62404 -2.86956 2.58650
C40 -5.24241 -4.00691 3.27444
Cl4 -6.30560 -4.69935 4.44818
C41 -3.99446 -4.56441 3.06204
C42 -3.14013 -3.98920 2.13984
C43 -0.18474 3.78220 -2.02629
C44 0.97040 3.89574 -1.33996
N4 1.97449 -0.20783 -0.20805
H1 5.66971 -4.64082 -2.82742
H2 4.00755 -2.85444 -2.41641
H3 2.78614 -4.82949 1.17960
H4 4.44477 -6.61437 0.75836
H5 4.92494 -1.61810 0.13873
H6 4.91218 0.98630 0.67832
H7 4.92389 2.73073 -0.93736
H8 6.43753 4.53989 -0.21311
H9 3.40305 6.06230 2.38027
H10 1.89284 4.22583 1.69335
H11 -2.91665 1.19018 -4.48933
H12 -4.25429 2.49191 -6.11410
H13 -4.29175 5.81860 -3.43264
H14 -2.96909 4.52122 -1.80088
H15 -4.64558 0.82725 -2.35110
H16 -4.99597 -1.32165 -0.85510
H17 -1.66299 -4.99464 0.25398
H18 0.86025 -5.21009 -0.49885
H19 -5.06535 -1.38288 1.20807
H20 -6.58383 -2.41523 2.79007
H21 -3.68578 -5.42795 3.63456
H22 -2.15607 -4.41953 2.04679
H23 -0.59007 4.49432 -2.72500
H24 1.66738 4.71744 -1.36854
F1 -0.88524 1.33441 5.85149
C45 -0.69242 1.05137 4.55650
C46 0.16287 0.01706 4.22771
C47 0.34673 -0.27666 2.88623
C48 -0.29924 0.46870 1.88995
C49 -1.14662 1.51673 2.27393
C50 -1.35811 1.80895 3.61054
H25 0.65700 -0.54032 5.01181
H26 1.00713 -1.09334 2.61831
H27 -1.65404 2.11173 1.52377
H28 -2.01482 2.60777 3.92791

Want to see where the charge sits? The Löwdin charges in e are: atom 1 (W): 1.74, atom 2 (Cl): 0.70, atom 3 (C): -0.66, atom 4 (C): -0.08, atom 5 (C): -0.02, atom 6 (C): -0.20, atom 7 (C): -0.03, atom 8 (C): -0.08, atom 9 (C): -0.05, atom 10 (C): -0.22, atom 11 (C): 0.04, atom 12 (C): 0.02, atom 13 (C): -0.19, atom 14 (C): -0.05, atom 15 (C): -0.20, atom 16 (C): -0.03, atom 17 (C): -0.08, atom 18 (C): -0.66, atom 19 (Cl): 0.70, atom 20 (C): -0.08, atom 21 (C): -0.02, atom 22 (C): -0.21, atom 23 (N): -0.08, atom 24 (C): -0.19, atom 25 (C): -0.05, atom 26 (C): -0.20, atom 27 (C): -0.03, atom 28 (C): -0.08, atom 29 (C): -0.66, atom 30 (Cl): 0.70, atom 31 (C): -0.09, atom 32 (C): -0.03, atom 33 (C): -0.20, atom 34 (C): 0.03, atom 35 (C): 0.01, atom 36 (C): -0.20, atom 37 (N): -0.08, atom 38 (C): -0.01, atom 39 (C): -0.21, atom 40 (C): 0.00, atom 41 (C): 0.02, atom 42 (C): -0.19, atom 43 (N): -0.06, atom 44 (C): -0.13, atom 45 (C): -0.02, atom 46 (C): -0.08, atom 47 (C): -0.66, atom 48 (Cl): 0.71, atom 49 (C): -0.08, atom 50 (C): -0.02, atom 51 (C): 0.03, atom 52 (C): 0.03, atom 53 (N): -0.09, atom 54 (H): 0.11, atom 55 (H): 0.13, atom 56 (H): 0.13, atom 57 (H): 0.11, atom 58 (H): 0.13, atom 59 (H): 0.12, atom 60 (H): 0.12, atom 61 (H): 0.11, atom 62 (H): 0.11, atom 63 (H): 0.13, atom 64 (H): 0.13, atom 65 (H): 0.11, atom 66 (H): 0.11, atom 67 (H): 0.13, atom 68 (H): 0.13, atom 69 (H): 0.12, atom 70 (H): 0.12, atom 71 (H): 0.12, atom 72 (H): 0.10, atom 73 (H): 0.11, atom 74 (H): 0.11, atom 75 (H): 0.09, atom 76 (H): 0.12, atom 77 (H): 0.13, atom 78 (F): 0.08, atom 79 (C): -0.27, atom 80 (C): 0.00, atom 81 (C): -0.10, atom 82 (C): -0.30, atom 83 (C): -0.10, atom 84 (C): 0.00, atom 85 (H): 0.13, atom 86 (H): 0.10, atom 87 (H): 0.10, atom 88 (H): 0.13



The following is a DFT calculation (ωB97M-V/def2-TZVPD) of a structure of composition C50H30AsN8OsS.

The calculation puts the total energy at -5085.97631 a.u. The calculation puts the molar mass at 1040.065 g mol⁻¹. The calculation puts the frontier orbital gap (spin up / spin down) at 4.470 / 4.447 eV. For the HOMO energy (spin up / spin down), the calculation gives -9.024 / -9.029 eV. Its total charge is +1.

Cartesian coordinates (Å):
Os1 -0.01140 0.94419 0.23866
C1 -0.24603 -0.72009 6.61934
C2 -1.11557 0.37151 6.71696
C3 -1.37335 1.18242 5.62386
C4 -0.75459 0.85342 4.42677
C5 -0.76512 1.50014 3.12239
N1 -1.24532 2.68788 2.88938
C6 -1.09500 3.34578 1.75046
C7 -1.49933 4.71436 1.55420
C8 -2.03448 5.65772 2.42557
C9 -2.32178 6.90609 1.90655
C10 -2.08689 7.20959 0.55700
C11 -1.55725 6.27167 -0.31068
C12 -1.26505 5.01778 0.21189
C13 -0.71786 3.82593 -0.39448
N2 -0.44368 3.72361 -1.69782
C14 0.19107 2.71917 -2.22125
N3 0.65127 1.58326 -1.57090
C15 1.61252 1.00894 -2.36271
N4 2.50995 0.13191 -2.00503
C16 2.60977 -0.34293 -0.76902
N5 1.72005 -0.18086 0.26204
C17 2.18331 -0.87321 1.35953
N6 1.60780 -0.98813 2.54757
C18 0.60339 -0.25504 2.95508
N7 -0.04027 0.71159 2.24168
C19 0.11094 -0.23239 4.33128
C20 0.38969 -1.03169 5.42805
C21 3.40998 -1.53801 0.99700
C22 4.26563 -2.36833 1.71975
C23 5.38341 -2.84557 1.06878
C24 5.65489 -2.50642 -0.26969
C25 4.81254 -1.68270 -0.98545
C26 3.67871 -1.20239 -0.32993
C27 1.58665 1.64686 -3.67787
C28 2.29099 1.38740 -4.84120
C29 2.03676 2.20725 -5.93048
C30 1.12699 3.26604 -5.84857
C31 0.44560 3.53779 -4.67168
C32 0.68337 2.69833 -3.59591
N8 -0.60444 2.86112 0.55309
H1 -0.06266 -1.32634 7.49598
H2 -1.58762 0.58707 7.66556
H3 -2.03172 2.03693 5.69370
H4 -2.21609 5.41797 3.46360
H5 -2.73825 7.66841 2.55073
H6 -2.32783 8.19837 0.19106
H7 -1.37765 6.49744 -1.35236
H8 1.07776 -1.86280 5.35590
H9 4.05443 -2.62369 2.74870
H10 6.07138 -3.49351 1.59500
H11 6.54535 -2.90020 -0.74058
H12 5.01388 -1.41562 -2.01348
H13 3.00588 0.57836 -4.89308
H14 2.55726 2.03235 -6.86234
H15 0.95898 3.88574 -6.71847
H16 -0.24536 4.36517 -4.59229
S1 -2.37719 1.04571 -0.22058
C33 -3.20509 -0.44913 0.20220
C34 -4.56055 -0.35123 0.51526
C35 -5.28212 -1.50675 0.77577
C36 -4.66762 -2.75142 0.72903
C37 -3.32051 -2.84631 0.41424
C38 -2.59978 -1.69248 0.13751
As1 -0.72624 -1.63864 -0.25650
C39 -0.07658 -3.39648 0.21333
C40 0.35780 -3.66052 1.50874
C41 0.74807 -4.94576 1.85600
C42 0.70192 -5.96481 0.91674
C43 0.25785 -5.70342 -0.37146
C44 -0.13208 -4.42120 -0.72847
C45 -0.61353 -1.62619 -2.18752
C46 -1.66302 -1.13265 -2.95565
C47 -1.52224 -1.02763 -4.33137
C48 -0.33773 -1.41560 -4.94289
C49 0.70559 -1.91682 -4.17901
C50 0.57150 -2.01930 -2.80173
H17 -5.03442 0.61965 0.56924
H18 -6.33071 -1.43265 1.03139
H19 -5.23629 -3.64503 0.94521
H20 -2.83077 -3.81212 0.38062
H21 0.39931 -2.87431 2.24937
H22 1.08803 -5.14917 2.86251
H23 1.00865 -6.96589 1.18861
H24 0.21230 -6.49839 -1.10336
H25 -0.48103 -4.22765 -1.73414
H26 -2.59046 -0.82856 -2.48715
H27 -2.34093 -0.64554 -4.92596
H28 -0.23174 -1.33342 -6.01641
H29 1.62865 -2.22626 -4.65109
H30 1.39532 -2.40967 -2.21431

Want to see where the charge sits? The Löwdin charges in e are: atom 1 (Os): 1.25, atom 2 (C): -0.06, atom 3 (C): -0.06, atom 4 (C): 0.00, atom 5 (C): -0.10, atom 6 (C): -0.25, atom 7 (N): 0.23, atom 8 (C): -0.26, atom 9 (C): -0.10, atom 10 (C): 0.01, atom 11 (C): -0.05, atom 12 (C): -0.05, atom 13 (C): 0.01, atom 14 (C): -0.10, atom 15 (C): -0.28, atom 16 (N): 0.23, atom 17 (C): -0.26, atom 18 (N): -0.02, atom 19 (C): -0.27, atom 20 (N): 0.22, atom 21 (C): -0.28, atom 22 (N): -0.05, atom 23 (C): -0.29, atom 24 (N): 0.20, atom 25 (C): -0.29, atom 26 (N): -0.04, atom 27 (C): -0.10, atom 28 (C): 0.00, atom 29 (C): -0.11, atom 30 (C): 0.00, atom 31 (C): -0.05, atom 32 (C): -0.06, atom 33 (C): 0.00, atom 34 (C): -0.11, atom 35 (C): -0.11, atom 36 (C): 0.00, atom 37 (C): -0.06, atom 38 (C): -0.05, atom 39 (C): 0.01, atom 40 (C): -0.10, atom 41 (N): -0.11, atom 42 (H): 0.11, atom 43 (H): 0.11, atom 44 (H): 0.12, atom 45 (H): 0.12, atom 46 (H): 0.11, atom 47 (H): 0.11, atom 48 (H): 0.12, atom 49 (H): 0.12, atom 50 (H): 0.12, atom 51 (H): 0.11, atom 52 (H): 0.11, atom 53 (H): 0.12, atom 54 (H): 0.12, atom 55 (H): 0.11, atom 56 (H): 0.11, atom 57 (H): 0.12, atom 58 (S): 0.72, atom 59 (C): -0.66, atom 60 (C): -0.10, atom 61 (C): -0.06, atom 62 (C): -0.07, atom 63 (C): -0.07, atom 64 (C): -0.40, atom 65 (As): 1.36, atom 66 (C): -0.35, atom 67 (C): -0.10, atom 68 (C): -0.06, atom 69 (C): -0.06, atom 70 (C): -0.06, atom 71 (C): -0.10, atom 72 (C): -0.37, atom 73 (C): -0.09, atom 74 (C): -0.06, atom 75 (C): -0.07, atom 76 (C): -0.07, atom 77 (C): -0.14, atom 78 (H): 0.11, atom 79 (H): 0.11, atom 80 (H): 0.11, atom 81 (H): 0.11, atom 82 (H): 0.08, atom 83 (H): 0.11, atom 84 (H): 0.11, atom 85 (H): 0.11, atom 86 (H): 0.11, atom 87 (H): 0.09, atom 88 (H): 0.11, atom 89 (H): 0.11, atom 90 (H): 0.11, atom 91 (H): 0.10